(1)
The following is a DFT calculation (ωB97M-V with the def2-TZVPD basis set) of a molecular structure, C32H56As2N5PRuS at a distorted geometry.

XYZ file:
```
98
C32H56As2N5PRuS (ωB97M-V with the def2-TZVPD basis set)
Ru -0.70 -0.06 -0.24
C -4.63 -2.88 3.97
C -4.54 -1.43 3.46
N -3.18 -0.95 3.30
C -2.50 -0.95 2.11
S -1.42 0.48 1.88
N -2.67 -1.85 1.22
N -2.00 -1.61 0.04
C -2.04 -2.52 -0.94
C -2.82 -3.77 -0.71
C -1.34 -2.17 -2.13
C -1.34 -2.93 -3.31
C -0.61 -2.55 -4.40
C 0.15 -1.35 -4.34
C 0.09 -0.59 -3.22
N -0.66 -0.96 -2.13
H -5.67 -3.18 4.13
H -4.11 -2.97 4.91
H -4.18 -3.55 3.25
H -5.05 -0.76 4.15
H -5.07 -1.33 2.51
H -2.90 -0.18 3.89
H -2.42 -4.27 0.18
H -2.76 -4.46 -1.55
H -3.85 -3.50 -0.53
H -1.92 -3.86 -3.35
H -0.61 -3.16 -5.30
H 0.72 -1.05 -5.23
H 0.65 0.31 -3.12
C 1.39 -3.54 4.23
As 0.18 -3.02 2.77
C -1.31 -4.19 3.32
C 0.97 -4.15 1.38
C 0.91 -5.54 1.46
C 1.42 -6.35 0.46
C 1.99 -5.75 -0.65
C 2.08 -4.38 -0.76
C 1.55 -3.55 0.25
As 1.65 -1.62 -0.02
C 2.84 -1.53 -1.60
C 2.85 -1.00 1.39
H 1.55 -4.61 4.27
H 0.94 -3.23 5.16
H 2.37 -3.03 4.12
H -0.95 -5.07 3.87
H -1.87 -4.52 2.44
H -1.99 -3.61 3.94
H 0.44 -6.03 2.31
H 1.37 -7.43 0.50
H 2.41 -6.35 -1.47
H 2.59 -3.96 -1.62
H 3.74 -2.08 -1.36
H 3.07 -0.48 -1.79
H 2.35 -1.95 -2.48
H 3.67 -1.72 1.51
H 2.31 -0.83 2.33
H 3.27 -0.04 1.07
C -0.33 5.19 -2.56
C -0.07 3.67 -2.43
C 0.88 3.26 -3.60
C -1.41 2.92 -2.72
P 0.48 3.18 -0.72
N 0.20 1.56 -0.51
C -0.41 4.21 0.60
C -1.96 4.15 0.40
C -0.09 3.64 2.03
C -0.01 5.70 0.65
C 2.32 3.40 -0.58
C 2.80 3.27 0.89
C 3.02 2.24 -1.35
C 2.83 4.76 -1.15
H -0.48 5.42 -3.60
H 0.49 5.82 -2.22
H -1.23 5.50 -2.04
H 0.30 3.47 -4.50
H 1.09 2.20 -3.58
H 1.83 3.81 -3.60
H -1.92 3.44 -3.55
H -2.07 2.89 -1.89
H -1.20 1.89 -3.03
H -2.32 3.13 0.33
H -2.23 4.68 -0.53
H -2.39 4.66 1.25
H -0.07 2.56 2.07
H -0.91 3.96 2.67
H 0.84 4.02 2.43
H -0.16 6.20 -0.29
H 1.02 5.86 0.98
H -0.68 6.18 1.36
H 2.35 2.41 1.39
H 2.59 4.18 1.45
H 3.90 3.09 0.85
H 2.78 1.29 -0.89
H 4.09 2.38 -1.28
H 2.75 2.16 -2.41
H 2.42 5.59 -0.61
H 2.65 4.88 -2.21
H 3.92 4.77 -1.02
```

Its molecular weight is 824.790 g/mol. The charge is +1. Its LUMO energy (spin up / spin down) is -1.7 / -3.9 eV. For the HOMO energy (spin up / spin down), the calculation gives -8.04 / -10.36 eV. As for the multiplicity: 6. The electronic energy comes out at -185919.60968 eV. The largest force on an atom comes out at 1.2 eV/Å.

---

(2)
The following is a DFT calculation (ωB97M-V with the def2-TZVPD basis set) of 3 unconnected molecules or ions with the total composition C32H56Cl2N3 at a distorted geometry.

XYZ file:
```
93
C32H56Cl2N3 (ωB97M-V with the def2-TZVPD basis set)
C 1.63 -0.53 4.91
C 1.20 -1.48 4.31
C 0.48 -2.53 3.57
C 0.23 -2.20 2.07
N -1.19 -2.15 1.65
C -1.57 -1.06 1.11
C -0.50 0.02 1.09
C -0.48 0.68 -0.31
C -0.20 2.17 -0.35
C -1.10 3.02 -1.01
C -0.88 4.39 -1.08
C 0.25 4.96 -0.50
C 1.17 4.13 0.13
C 0.94 2.75 0.20
C -0.70 0.89 2.36
C -2.13 1.37 2.66
C -2.97 1.81 1.46
Cl -3.03 0.17 3.69
C 0.76 -0.90 1.45
C 1.73 -1.29 0.30
C 2.90 -0.26 0.08
C 2.91 0.25 -1.36
Cl 4.50 0.98 -1.76
H 1.99 0.32 5.43
H 1.08 -3.43 3.61
H -0.45 -2.78 4.08
H 0.58 -3.09 1.55
H -1.76 -2.98 1.79
H -2.60 -1.00 0.78
H 0.22 0.20 -0.98
H -1.46 0.57 -0.78
H -2.01 2.65 -1.47
H -1.57 5.06 -1.57
H 0.44 6.03 -0.52
H 2.07 4.54 0.57
H 1.70 2.16 0.70
H -0.05 1.76 2.38
H -0.40 0.26 3.20
H -2.03 2.25 3.30
H -2.67 2.82 1.18
H -4.01 1.88 1.80
H -2.97 1.11 0.63
H 1.38 -0.26 2.07
H 1.24 -1.41 -0.67
H 2.22 -2.25 0.47
H 3.85 -0.78 0.23
H 2.87 0.53 0.83
H 2.83 -0.62 -2.01
H 2.09 0.93 -1.59
C -5.83 3.72 -1.12
C -5.78 4.94 -2.01
N -4.61 4.96 -2.88
C -4.41 6.25 -3.54
C -5.48 6.72 -4.54
C -4.42 3.79 -3.72
C -5.55 3.41 -4.69
H -4.91 3.65 -0.53
H -6.67 3.79 -0.43
H -5.95 2.80 -1.69
H -5.74 5.83 -1.37
H -6.72 5.02 -2.58
H -3.44 6.24 -4.04
H -4.33 7.01 -2.76
H -5.41 6.19 -5.49
H -5.33 7.78 -4.76
H -6.49 6.61 -4.15
H -4.23 2.94 -3.06
H -3.49 3.92 -4.28
H -6.53 3.48 -4.22
H -5.41 2.38 -5.01
H -5.54 4.03 -5.58
C 5.96 -8.38 0.55
C 5.84 -6.89 0.25
N 4.49 -6.37 0.45
C 4.32 -5.03 -0.07
C 5.12 -3.89 0.57
C 3.91 -6.62 1.76
C 4.65 -6.09 3.00
H 5.25 -8.96 -0.05
H 6.96 -8.72 0.30
H 5.79 -8.61 1.60
H 6.11 -6.73 -0.79
H 6.59 -6.36 0.86
H 3.25 -4.78 -0.03
H 4.56 -5.06 -1.13
H 4.71 -3.60 1.54
H 5.07 -3.00 -0.07
H 6.17 -4.14 0.70
H 3.79 -7.70 1.87
H 2.89 -6.23 1.76
H 5.72 -6.27 2.94
H 4.28 -6.60 3.89
H 4.48 -5.03 3.15
```

Its molecular weight is 553.727 g/mol. The charge is +1. Its LUMO energy is -3.8 eV. For the HOMO energy, the calculation gives -10.00 eV. The electronic energy comes out at -63598.85990 eV. The largest force on an atom comes out at 1.9 eV/Å.

---

(3)
The following is a DFT calculation (ωB97M-V with the def2-TZVPD basis set) of a molecular structure, C32H56F6O16PRb at a distorted geometry.

XYZ file:
```
112
C32H56F6O16PRb (ωB97M-V with the def2-TZVPD basis set)
Rb -2.59 -1.52 -2.64
P -0.43 0.21 0.18
F 0.04 1.32 -0.88
F -0.34 -0.95 -0.95
F 1.11 0.02 0.61
F -0.87 -0.93 1.25
F -0.61 1.35 1.33
F -1.98 0.46 -0.25
C -3.03 1.57 -4.78
C -3.47 1.98 -3.37
C -3.27 3.48 -3.41
O -2.09 3.66 -4.14
C -2.14 2.74 -5.23
H -3.90 1.47 -5.43
H -2.46 0.64 -4.85
H -2.80 1.57 -2.60
H -4.48 1.67 -3.09
H -3.14 3.92 -2.41
H -4.14 3.99 -3.86
H -1.12 2.41 -5.45
H -2.54 3.28 -6.09
C 1.84 -0.81 -4.75
C 1.80 -2.27 -5.23
C 0.30 -2.53 -5.23
O -0.27 -1.66 -4.24
C 0.78 -0.86 -3.66
H 1.54 -0.10 -5.52
H 2.84 -0.51 -4.44
H 2.25 -2.86 -4.43
H 2.28 -2.42 -6.19
H 0.01 -3.57 -5.04
H -0.15 -2.26 -6.19
H 1.19 -1.32 -2.76
H 0.40 0.13 -3.42
C -1.41 -6.55 -2.87
C -0.90 -5.82 -1.62
C -0.58 -4.48 -2.22
O -1.64 -4.20 -3.13
C -2.18 -5.44 -3.61
H -2.01 -7.43 -2.66
H -0.56 -6.85 -3.49
H -0.13 -6.33 -1.07
H -1.75 -5.72 -0.94
H 0.37 -4.49 -2.78
H -0.49 -3.64 -1.52
H -2.03 -5.51 -4.69
H -3.24 -5.48 -3.38
C 3.74 2.06 0.04
C 5.15 1.70 -0.41
C 5.80 3.08 -0.54
O 5.19 3.91 0.41
C 4.01 3.29 0.92
H 3.29 1.26 0.63
H 3.08 2.27 -0.79
H 5.22 1.17 -1.37
H 5.66 1.09 0.33
H 5.67 3.48 -1.56
H 6.88 3.02 -0.37
H 3.16 3.98 0.94
H 4.25 2.96 1.94
C 3.17 -0.25 3.07
C 1.86 0.21 3.65
C 0.99 -0.93 4.23
O 0.97 -0.70 5.63
C 1.68 0.42 5.93
O 1.86 0.82 7.03
O 2.13 1.02 4.81
H 3.84 -0.71 3.80
H 3.75 0.59 2.68
H 3.06 -0.93 2.22
H 1.26 0.75 2.93
H 1.41 -1.91 4.01
H -0.03 -0.86 3.86
C -1.65 4.36 0.46
C -0.97 5.23 1.50
C 0.06 4.52 2.38
O 1.26 5.27 2.21
C 1.08 6.22 1.26
O 1.95 6.94 0.87
O -0.19 6.24 0.83
H -2.31 3.64 0.95
H -0.88 3.75 -0.03
H -2.19 4.99 -0.24
H -1.71 5.76 2.10
H 0.27 3.50 2.04
H -0.24 4.51 3.43
C 1.24 -4.05 1.19
C 0.59 -4.77 2.34
C -0.61 -4.02 2.97
O -1.70 -4.93 2.88
C -1.29 -6.09 2.32
O -1.97 -7.06 2.21
O -0.02 -5.98 1.86
H 0.49 -3.94 0.41
H 2.05 -4.66 0.80
H 1.62 -3.07 1.48
H 1.30 -5.06 3.11
H -0.86 -3.11 2.42
H -0.42 -3.74 4.01
C -3.58 1.28 2.69
C -3.24 1.61 4.12
C -1.74 1.54 4.44
O -1.46 2.79 5.07
C -2.51 3.64 4.92
O -2.50 4.78 5.26
O -3.54 3.01 4.34
H -4.64 1.41 2.48
H -3.35 0.23 2.49
H -3.00 1.91 2.02
H -3.81 1.04 4.85
H -1.11 1.42 3.56
H -1.52 0.74 5.15
```

Its molecular weight is 927.214 g/mol. Its LUMO energy is -0.9 eV. For the HOMO energy, the calculation gives -9.01 eV. The electronic energy comes out at -93109.32836 eV. The largest force on an atom comes out at 1.1 eV/Å.

---

(4)
The following is a DFT calculation (ωB97M-V with the def2-TZVPD basis set) of 13 unconnected molecules or ions with the total composition C32H56N13O5P at a distorted geometry.

XYZ file:
```
107
C32H56N13O5P (ωB97M-V with the def2-TZVPD basis set)
N 3.70 -1.47 1.94
C 2.74 -0.39 1.57
C 3.50 0.60 0.67
C 2.63 1.55 -0.22
C 1.11 1.51 0.03
C 0.70 2.44 1.19
O -0.72 2.34 1.48
P -1.11 1.39 2.71
O -0.03 0.50 3.20
O -1.65 2.30 3.94
O -2.40 0.49 2.30
C -2.10 -0.40 1.20
C -3.39 -0.71 0.42
C -3.93 0.67 -0.10
O -4.05 0.73 -1.52
H 3.46 -1.86 2.85
H 3.54 -2.21 1.27
H 1.89 -0.87 1.08
H 2.47 0.11 2.51
H 4.17 0.03 0.01
H 4.15 1.20 1.31
H 2.95 2.58 -0.01
H 2.81 1.30 -1.26
H 0.68 0.52 0.14
H 0.63 1.95 -0.86
H 0.83 3.46 0.81
H 1.34 2.34 2.06
H -1.87 1.64 4.62
H -1.48 0.17 0.49
H -1.56 -1.28 1.53
H -4.12 -1.23 1.03
H -3.07 -1.29 -0.45
H -3.24 1.47 0.19
H -4.92 0.84 0.32
H -3.24 0.42 -1.93
C -3.67 -2.51 4.84
C -3.04 -1.43 5.61
N -2.55 -0.58 6.21
H -3.78 -2.19 3.80
H -3.04 -3.39 4.87
H -4.64 -2.74 5.25
C -2.86 4.38 -1.11
C -1.90 3.61 -1.90
N -1.16 2.99 -2.52
H -3.34 5.12 -1.74
H -3.61 3.72 -0.69
H -2.34 4.89 -0.29
C 2.65 4.32 -3.59
C 3.55 3.19 -3.31
N 4.24 2.30 -3.09
H 2.20 4.20 -4.57
H 1.87 4.37 -2.84
H 3.22 5.25 -3.58
C 1.42 6.96 0.36
C 2.39 6.19 -0.42
N 3.15 5.58 -1.03
H 0.93 7.69 -0.28
H 0.67 6.29 0.77
H 1.93 7.47 1.17
C -5.70 -5.78 7.12
C -4.77 -5.63 5.99
N -4.05 -5.50 5.11
H -6.65 -6.14 6.76
H -5.29 -6.50 7.83
H -5.84 -4.82 7.61
C 1.77 -4.77 3.28
C 2.29 -3.63 4.05
N 2.69 -2.74 4.64
H 1.62 -4.48 2.24
H 2.49 -5.59 3.32
H 0.83 -5.10 3.71
C 2.98 3.70 -7.81
C 1.86 4.36 -7.12
N 0.98 4.88 -6.60
H 3.63 4.45 -8.25
H 3.55 3.11 -7.10
H 2.60 3.05 -8.59
C -8.75 -8.76 4.65
C -7.65 -8.53 5.59
N -6.79 -8.35 6.33
H -9.23 -7.82 4.41
H -8.35 -9.20 3.73
H -9.47 -9.44 5.09
C 2.66 1.21 -11.57
C 3.75 1.59 -10.65
N 4.60 1.88 -9.94
H 2.06 2.09 -11.81
H 3.08 0.80 -12.48
H 2.03 0.46 -11.09
C 5.85 -4.59 0.94
C 4.45 -4.57 0.49
N 3.36 -4.52 0.15
H 5.90 -4.26 1.97
H 6.24 -5.60 0.86
H 6.44 -3.92 0.32
C 5.90 4.44 0.48
C 6.05 3.17 1.20
N 6.17 2.18 1.77
H 4.84 4.69 0.42
H 6.43 5.23 1.01
H 6.30 4.34 -0.52
C -4.32 -2.02 -4.30
C -3.15 -1.90 -3.42
N -2.24 -1.80 -2.73
H -4.73 -1.04 -4.50
H -4.02 -2.48 -5.24
H -5.07 -2.64 -3.82
```

Its molecular weight is 733.860 g/mol. Its LUMO energy is 0.4 eV. For the HOMO energy, the calculation gives -7.79 eV. The electronic energy comes out at -72988.37553 eV. The largest force on an atom comes out at 2.4 eV/Å.

---

Look up the molecular weight of the second one. 553.727 g/mol

---

Among the records above, which one has the lowest electronic energy? C32H56As2N5PRuS

---

Number 4 is which compound? C32H56N13O5P

---

Look up the electronic energy of the first one. -185919.60968 eV